The following is a quantum chemistry calculation of a molecular structure, C26H53AlBBrN7O4S, from the Open Molecules 2025 dataset.

Positions of all 94 atoms, in Å:
Br (-3.3371, 3.6227, -3.0588)
H (5.6068, -4.1936, -3.1105)
N (5.4015, -4.0041, 0.4146)
H (-8.3071, 0.0887, -5.8292)
H (-0.0685, -1.3019, 5.7586)
H (-5.4737, -2.0983, -4.4014)
H (-1.3668, 2.0280, -6.2637)
H (4.1989, -2.2178, 0.6601)
C (4.0675, 3.6824, 6.4118)
H (-2.6067, 0.8498, -0.5752)
H (5.3607, 4.1915, 4.7441)
O (-2.1611, 4.3440, 0.2141)
C (0.3726, 3.0776, -1.5769)
C (-0.3088, 2.4886, 0.9108)
N (4.4270, 0.2399, 5.9790)
H (1.9811, 0.6305, 1.9892)
H (3.2726, -4.6819, -3.8195)
H (-2.4147, -2.5396, 4.2292)
H (1.2640, 3.6815, -1.8190)
O (-1.3246, 4.3553, 2.5941)
H (-4.2822, 0.6485, -2.5302)
C (-7.2065, -1.7587, -5.6757)
H (4.0689, 3.0548, 4.3289)
H (3.1520, -5.9584, -2.6067)
C (0.0890, 2.1605, -2.8327)
N (-1.5767, -0.8057, 1.5642)
C (5.7240, -5.6895, -1.5511)
H (-0.4788, 3.7654, -1.4980)
H (-5.7566, -3.3594, -5.6008)
C (2.7397, -0.9744, -0.1663)
C (4.9627, 2.5845, 6.9932)
C (-4.7907, -0.1298, -0.7440)
C (0.6961, 2.2995, -0.2645)
H (-4.9575, 0.8608, -0.2871)
C (-5.7949, -2.2823, -5.4282)
B (-2.0821, 0.6974, -4.8960)
H (0.3096, 0.1610, 3.8750)
C (-0.6753, -0.3024, 3.9630)
C (-1.1799, -0.5872, 2.6189)
H (2.5166, 0.3634, 3.6514)
C (3.2700, -1.0998, 2.2523)
H (3.0166, 3.4286, 6.5652)
C (3.7924, -1.2163, 0.8197)
H (5.4273, -5.8485, -3.6675)
N (-6.8619, 0.5421, -3.0790)
Al (-1.8928, 1.6491, -3.0245)
H (-1.7872, -3.0543, 5.7939)
N (1.9155, -0.7816, -0.9409)
H (-7.9027, -2.2508, -4.9920)
C (4.3156, 3.9328, 4.9286)
O (0.1820, 5.1731, 0.7957)
C (-1.9150, -2.1935, 5.1356)
H (4.0637, -1.4045, 2.9379)
H (6.7920, -5.8835, -1.6723)
N (-2.2096, 1.4680, -6.1890)
H (2.4359, -1.7891, 2.4051)
S (-0.8475, 4.1974, 1.1934)
N (-3.9191, -0.0818, -1.9269)
C (-7.0702, 0.1925, -4.1508)
H (3.6972, 4.7583, 4.5760)
H (-4.3112, -0.8227, -0.0363)
H (6.0137, 2.8263, 6.8230)
H (-2.7239, 5.0346, 0.5736)
C (5.1525, -5.1566, -2.8681)
C (5.5428, -4.7453, -0.4490)
H (-1.1940, 1.8417, 0.8599)
H (3.3162, -4.2680, -2.1092)
C (3.6351, -5.0084, -2.8450)
H (4.8201, 2.5372, 8.0750)
H (1.7047, 2.4812, 0.1271)
C (-0.5628, -1.5645, 4.8201)
H (-1.5079, -1.0594, -4.2442)
H (-6.5985, 0.2507, -6.1936)
C (-2.5301, 0.3770, -1.5744)
H (0.7749, 1.3001, -2.8949)
H (4.6124, -0.5121, 0.6611)
C (4.6639, 1.2701, 6.4239)
C (2.8271, 0.3147, 2.6059)
H (-1.8593, -0.5012, -1.5816)
H (5.2563, -6.6426, -1.2962)
H (0.0720, -2.3004, 4.3213)
H (-2.5717, -1.4797, 5.6374)
H (-2.9479, 2.1413, -6.0031)
H (3.6413, 1.0289, 2.4635)
H (4.2550, 4.6074, 6.9617)
H (0.6615, 1.2188, -0.5188)
H (0.2944, 2.8134, -3.7080)
H (-5.7368, -0.5842, -1.0667)
O (-2.0729, -0.7233, -4.9260)
H (0.2147, 2.1912, 1.8329)
H (-5.0763, -1.8077, -6.0987)
H (-1.3253, 0.4277, 4.4501)
H (-7.5119, -2.0289, -6.6902)
C (-7.3102, -0.2401, -5.5266)

Computed properties:
LUMO: 1.9 eV
Net charge: -1
Spin multiplicity: 1
HOMO level: -3.7 eV
Gap between HOMO and LUMO: 5.60 eV

Results of the Löwdin charge analysis, in e, for atoms 1 through 6: atom 1 (Br): 0.14, atom 2 (H): 0.11, atom 3 (N): 0.16, atom 4 (H): 0.11, atom 5 (H): 0.11, atom 6 (H): 0.08

***

The following is a quantum chemistry calculation of 2 unconnected molecules or ions with the total composition C26H53BFN3O7P, from the Open Molecules 2025 dataset.

Positions of all 92 atoms, in Å:
H (-3.5136, -2.0316, -0.1784)
C (4.1036, -1.6520, 4.3503)
N (-2.2328, -3.3589, -2.6548)
H (-3.4904, -1.6994, 2.3792)
H (5.9229, 2.4756, 1.7890)
C (0.9204, 0.9590, -3.8044)
B (-1.3851, 0.4526, 0.3722)
H (-2.5827, -4.2397, 3.4685)
H (-0.2614, -0.8453, -3.8530)
C (-3.1528, -2.6935, 1.9139)
H (6.3959, 0.2774, 0.9577)
F (2.6100, 0.6872, 1.0390)
O (-4.5283, -1.8346, -2.5425)
H (-0.7920, 2.0060, 1.5085)
O (7.8944, 3.0331, 1.6416)
H (2.4790, -0.1108, -1.8217)
H (1.2112, -2.5177, -1.3322)
O (7.8705, 1.4328, 0.0628)
H (-3.4493, 3.0433, -5.5884)
H (-0.1622, -0.4602, 5.4518)
H (-4.0954, -3.3637, 1.9315)
C (-3.5512, 2.0908, -3.5070)
H (-3.1671, 1.7550, 0.8072)
H (1.5544, -1.8067, -2.8439)
C (-2.0909, -3.3781, 2.9090)
C (8.3357, 2.6664, 0.4065)
H (-0.7882, -1.7366, 1.1964)
H (0.3371, -3.1596, 3.8567)
H (1.3853, 1.2116, -0.9884)
H (1.2672, -1.0129, 0.9049)
C (1.5869, 0.0825, -1.1169)
C (-0.2968, -2.6507, 4.6701)
H (1.0668, 1.9199, -3.1831)
H (-4.3828, 4.3355, -1.9690)
P (-2.8522, -1.7626, -3.0063)
C (-3.9499, 3.2146, -4.5776)
H (-1.1758, 1.5249, -2.3488)
C (-1.6905, -2.2313, 4.0017)
H (1.9481, 0.4497, -3.9101)
H (0.4963, 1.2741, -4.8235)
H (-3.6572, 0.0013, 0.6144)
H (5.6517, -0.1220, 3.8626)
C (-2.6885, -2.5919, 0.3880)
H (-2.5623, -2.1334, 4.7432)
C (-2.1486, -0.4009, -1.9070)
C (-0.1392, 0.0037, -3.0802)
C (-2.8606, 0.6829, 1.0801)
H (-5.0962, 3.1673, -4.7022)
H (4.5693, -0.5077, 2.4177)
H (-1.5677, 1.9598, -4.4714)
C (-1.0811, -0.7008, -0.7451)
H (-3.1076, 0.1658, -1.5934)
H (-3.5288, 5.9327, -2.2604)
H (0.8549, -1.7055, 6.3329)
H (-2.7119, -3.6668, -0.0355)
O (-0.3757, 1.3639, 0.8914)
H (3.0053, -1.1462, 0.1423)
N (0.8426, -1.9782, -2.1254)
H (-0.5595, -2.9074, -0.1914)
H (7.9996, 0.2320, 1.7244)
C (6.9144, 2.0832, 2.0346)
H (-5.2372, 5.7653, -2.8842)
H (1.7485, -1.6112, 3.3634)
H (-5.0226, -2.2820, -3.2742)
C (2.0908, -0.4782, 0.3303)
O (9.0401, 3.3388, -0.2865)
H (-1.6508, -1.2173, 3.4445)
H (-4.4210, 1.4465, -3.1386)
H (-1.1734, -3.7519, 2.3284)
H (-2.5264, 0.4408, -4.7817)
H (-2.4874, 4.9267, -4.1137)
H (1.8785, 0.0614, 4.2135)
H (-0.4590, -3.4217, 5.5020)
C (4.5637, -0.3441, 3.5561)
C (-3.6094, 4.7190, -4.1311)
H (-3.1731, 2.6589, -2.5689)
C (0.2572, -0.6605, -1.6304)
H (-2.8019, 0.5378, 2.2222)
C (7.2701, 0.8742, 1.2222)
O (4.7003, -2.7510, 4.2633)
C (-1.2023, -2.0338, 0.1549)
C (-2.2733, 1.1926, -3.9673)
C (-4.2599, 5.1727, -2.7356)
C (0.4830, -1.3881, 5.2893)
H (3.9650, 0.5898, 3.8125)
H (-1.3028, -3.3722, -2.2134)
H (-2.0779, -3.7987, -3.5857)
H (-4.0729, 5.4025, -4.9396)
N (-1.4972, 0.6398, -2.8063)
C (1.7974, -1.0765, 4.3830)
H (6.9653, 1.8940, 3.1079)
O (2.9415, -1.5513, 5.1753)

Computed properties:
LUMO: -2.6 eV
Net charge: +1
Spin multiplicity: 1
Energy above the lowest of the compared OMol25 structures with the same formula, charge and spin: 0.0000 eV
HOMO level: -11.6 eV
Gap between HOMO and LUMO: 8.92 eV

Results of the Löwdin charge analysis, in e, for atoms 1 through 6: atom 1 (H): 0.09, atom 2 (C): -0.40, atom 3 (N): -0.16, atom 4 (H): 0.09, atom 5 (H): 0.13, atom 6 (C): -0.04